Record 1
{
  "formula": "C36H55N11O4PTeY",
  "method": "wB97M-V/def2-TZVPD",
  "species": ["C", "C", "H", "H", "H", "H", "C", "C", "H", "C", "H", "C", "H", "O", "H", "H", "N", "H", "H", "H", "H", "H", "H", "C", "H", "N", "Te", "H", "C", "O", "O", "H", "H", "H", "N", "H", "N", "C", "C", "H", "H", "H", "H", "H", "N", "H", "N", "C", "C", "H", "N", "H", "C", "H", "C", "C", "H", "C", "H", "C", "H", "C", "H", "H", "C", "H", "N", "H", "C", "C", "H", "H", "H", "H", "H", "N", "C", "H", "Y", "C", "H", "H", "C", "H", "H", "H", "C", "C", "C", "C", "C", "H", "C", "H", "O", "P", "N", "H", "C", "C", "C", "C", "H", "H", "H", "H", "C", "C", "N"],
  "coordinates": [[-2.4340, -0.7463, 2.4656], [1.1060, -4.3192, 0.0689], [0.0562, 0.4010, -6.3509], [3.4724, -3.2122, -0.4856], [8.3601, -1.1497, 6.1150], [3.4643, 3.1712, 3.7061], [1.9885, -0.5348, 4.5208], [1.6318, 1.7647, -0.6013], [-2.0083, 1.0518, 3.5699], [2.2147, 0.3821, -0.7217], [3.2530, 2.2484, 5.9332], [4.0199, -1.1684, -0.7987], [-3.4530, -3.0731, 1.5734], [-2.1803, -1.7918, -2.4760], [-5.2701, 2.8575, -1.8428], [0.9955, -1.3168, 2.7289], [0.4002, 1.8001, -0.2959], [-3.6139, -0.6906, 0.8139], [-1.5929, 0.9070, -6.7678], [-0.6972, -1.9611, -6.1449], [2.1500, -1.3306, 5.2283], [0.2734, -4.9937, -0.1136], [-4.1254, 0.9136, -5.1306], [-1.0512, 2.6231, 1.4527], [1.8470, 3.5549, 4.2900], [-1.2142, 1.1634, 1.5911], [0.7052, -2.8659, -3.7903], [3.2985, 2.9504, 0.0152], [5.7011, 0.8233, 3.9806], [-0.6054, -0.0036, -2.6861], [-2.9396, 0.9490, -1.0070], [-3.6608, 3.2868, -1.2760], [-2.0305, 3.1003, 1.4860], [-1.5526, -4.2224, 0.3567], [-0.4311, -2.4155, 0.2064], [-3.7209, 4.2786, -3.4122], [1.4973, 0.7797, 2.7648], [-2.8266, -2.5672, 0.8320], [-1.4204, -1.1465, -6.1397], [2.1222, 3.2905, 2.5641], [4.9729, 1.3562, 3.3838], [-3.1879, 1.2610, 2.2765], [0.2651, 3.8622, 0.2573], [-2.9161, -4.3759, -1.4758], [2.4241, 0.7480, 4.7620], [-4.0574, -0.5790, -2.4568], [-2.7301, -1.1200, 1.0716], [-2.2544, 0.7593, 2.5444], [-4.2012, 2.7159, -2.0286], [-1.5150, -1.2497, 2.7773], [-4.4371, 0.3513, -2.5511], [2.5200, 0.9172, 6.8485], [-3.8413, 3.1958, -3.4469], [-1.7287, -4.4233, -2.8002], [1.7701, -1.8843, -0.4884], [7.6367, -0.6071, 5.5224], [1.9169, -4.6066, -0.5943], [-3.8401, 1.2763, -1.8220], [-0.3098, 0.8628, 1.9828], [3.1216, -2.1949, -0.5697], [-2.8659, 2.7839, -3.7276], [-1.4546, -3.2481, 0.8375], [7.2148, 0.8445, 2.4856], [-0.4689, 3.0085, 2.2940], [-3.1219, -2.7919, -2.9498], [-3.1868, -2.7081, -4.0349], [5.8167, -0.6030, 7.2693], [-5.8466, 3.2731, -4.2125], [2.4034, 2.9614, 3.5626], [-2.7629, -4.2040, -2.5413], [-4.0974, -2.5131, -2.5404], [2.0208, 3.8760, -0.7941], [-2.3458, -1.4936, -6.5962], [4.2614, 0.9479, -1.0730], [5.0755, -1.3856, -0.8908], [1.3607, -0.6203, -0.5099], [5.4371, 0.3947, 5.2855], [-1.0916, 3.1809, -0.6483], [-1.0206, -0.1671, -0.5131], [3.1125, 1.1689, 5.9712], [-3.4036, -4.9027, -3.0806], [-4.6064, 3.3330, -5.4430], [6.9527, 0.5260, 3.4865], [-5.8666, -0.4147, -3.8136], [-3.2944, -2.6915, -0.1445], [-1.1366, -3.4394, 1.8671], [2.5508, 2.9292, -0.7810], [3.5663, 0.1402, -0.8974], [-5.0569, 1.3512, -4.7577], [-0.8778, 0.0859, -6.8170], [-4.8822, 2.8459, -4.5070], [-0.6789, -0.1343, -7.8662], [6.3738, -0.3076, 6.0373], [1.4360, -4.4594, 1.1030], [-1.7631, -0.8338, -4.7582], [-0.9542, -1.2665, -3.4701], [4.6368, -0.1354, 7.3034], [-3.2286, -1.0701, 3.1443], [-0.3483, 2.9716, 0.1243], [7.9105, -0.1786, 4.2444], [2.0998, 1.5066, 3.6824], [1.4231, -0.4985, 3.2890], [-6.3400, 1.0794, -3.0336], [3.0833, 2.8280, -1.7275], [-5.8082, 1.2071, -5.5364], [8.8783, -0.3806, 3.8066], [0.7096, -2.8945, -0.1296], [-5.5087, 0.5730, -3.5293], [4.3562, 0.4728, 6.1153]],
  "forces_ev_per_angstrom": [[-0.048, 0.041, 0.003], [0.004, -0.039, -0.236], [-0.005, 0.002, 0.000], [-0.010, 0.003, -0.008], [-0.002, 0.005, -0.004], [0.001, 0.001, 0.000], [0.068, -0.002, 0.000], [0.152, -0.120, 0.006], [-0.018, 0.009, 0.008], [-0.016, -0.026, 0.057], [0.019, 0.005, -0.056], [0.016, 0.032, 0.005], [-0.080, 0.043, -0.026], [-0.021, -0.101, -0.043], [-0.006, 0.007, -0.022], [-0.010, 0.014, 0.008], [-0.015, -0.057, -0.139], [0.017, 0.023, -0.031], [0.003, 0.002, -0.004], [-0.004, -0.031, 0.005], [-0.009, 0.009, 0.000], [-0.003, -0.001, 0.010], [-0.005, -0.007, 0.026], [-0.082, 0.008, 0.002], [0.002, 0.001, -0.001], [0.162, -0.026, 0.044], [0.021, 0.020, -0.025], [0.002, -0.001, -0.009], [0.025, 0.002, 0.008], [0.155, -0.169, 0.075], [-0.004, 0.131, 0.116], [0.000, -0.005, 0.010], [-0.009, -0.013, -0.016], [-0.002, -0.006, -0.005], [-0.071, 0.084, -0.150], [-0.033, 0.006, 0.012], [-0.104, -0.128, 0.065], [0.164, -0.093, -0.001], [-0.001, 0.063, 0.019], [-0.004, 0.002, 0.001], [0.002, 0.007, 0.003], [0.002, -0.007, -0.029], [0.002, 0.010, -0.052], [0.023, 0.019, -0.001], [-0.137, 0.003, 0.087], [0.062, 0.050, -0.038], [0.095, -0.194, 0.029], [-0.021, 0.020, -0.002], [-0.025, 0.008, 0.059], [0.020, 0.021, -0.030], [-0.154, 0.064, 0.079], [0.004, 0.043, 0.030], [0.036, -0.004, -0.010], [-0.005, -0.010, -0.009], [0.058, 0.003, 0.376], [0.018, -0.003, 0.001], [-0.006, 0.001, -0.003], [0.093, 0.007, -0.242], [0.022, 0.004, -0.021], [-0.031, -0.089, -0.269], [0.002, 0.013, 0.001], [0.023, -0.005, -0.013], [0.003, 0.004, 0.004], [-0.007, 0.010, 0.004], [0.108, -0.150, -0.017], [0.018, 0.018, -0.005], [-0.024, 0.022, -0.047], [0.008, 0.009, 0.000], [-0.033, -0.006, 0.021], [-0.010, -0.011, 0.003], [-0.008, -0.028, 0.007], [0.000, 0.002, 0.009], [-0.014, 0.014, -0.001], [0.000, -0.002, -0.002], [-0.001, 0.006, 0.000], [-0.163, 0.058, -0.081], [-0.033, 0.025, -0.071], [-0.014, 0.001, 0.009], [-0.484, 0.371, 0.035], [0.044, -0.087, -0.045], [-0.011, 0.005, 0.017], [0.002, -0.005, -0.006], [-0.019, -0.001, 0.016], [0.016, -0.014, 0.000], [0.006, -0.037, 0.002], [0.005, -0.014, 0.001], [-0.025, 0.017, 0.079], [0.041, -0.016, -0.009], [0.015, -0.003, -0.044], [0.011, -0.013, 0.003], [0.006, -0.022, 0.019], [0.000, 0.004, 0.004], [0.030, -0.060, 0.082], [0.006, 0.005, -0.005], [-0.071, -0.127, -0.006], [-0.158, 0.237, 0.009], [0.012, -0.065, -0.055], [0.015, -0.023, 0.017], [0.039, -0.004, -0.066], [-0.008, 0.003, 0.001], [0.091, 0.007, -0.033], [0.085, 0.002, -0.108], [-0.010, 0.000, -0.006], [-0.004, 0.000, -0.003], [-0.004, 0.012, 0.003], [-0.004, 0.000, 0.001], [0.157, 0.081, 0.537], [0.041, 0.023, -0.010], [0.012, 0.103, 0.090]],
  "total_charge": 2,
  "relative_energy_kcal_mol": 2.1
}



Record 2
{
  "formula": "C36H55N3S4SbSeSi3V",
  "method": "wB97M-V/def2-TZVPD",
  "species": ["C", "C", "H", "Si", "H", "H", "H", "C", "H", "C", "H", "Se", "H", "Si", "H", "C", "C", "C", "H", "C", "H", "C", "H", "H", "C", "C", "H", "H", "C", "H", "H", "C", "C", "H", "C", "C", "H", "H", "C", "C", "H", "H", "H", "H", "C", "H", "C", "H", "H", "C", "H", "C", "C", "C", "H", "H", "C", "H", "C", "N", "H", "H", "H", "H", "H", "H", "H", "H", "H", "C", "S", "H", "H", "Si", "C", "H", "S", "H", "C", "C", "C", "H", "H", "N", "H", "S", "H", "H", "H", "H", "H", "C", "H", "Sb", "C", "H", "C", "H", "S", "C", "N", "H", "V", "C"],
  "coordinates": [[0.0791, 1.2473, 1.2563], [1.1977, 0.4226, 1.2529], [-4.8901, -1.1905, 5.4727], [-0.2811, 2.7786, -4.5577], [-4.3532, 2.6678, -4.3177], [0.8392, 5.1904, -1.3606], [-3.1574, -3.7432, 8.4425], [-3.0682, -3.2385, 7.4934], [0.3803, -0.3249, -3.4300], [0.1783, 4.9675, -0.5273], [0.6541, 4.2000, 0.0762], [-0.7654, -1.9965, 1.7373], [2.1330, 2.5582, -3.8581], [-1.5118, 4.3881, -1.1849], [4.0750, -3.9563, -0.3959], [3.3152, -0.1336, 2.1463], [6.3851, -2.2645, 2.9013], [3.3560, -3.7484, -1.1916], [-4.8330, 3.2673, -2.7416], [2.3023, 0.8638, 2.0073], [5.2148, -5.3835, 2.3219], [1.1772, 2.8514, 2.6909], [3.2897, -2.4098, -2.9083], [-2.8470, 5.0811, 0.8261], [-0.5778, -2.9548, -1.5993], [-1.9184, -3.4118, 6.7438], [3.1226, -4.1399, 1.8921], [-1.1670, -2.9467, -2.5174], [-4.1212, -2.4419, 7.0512], [-4.9967, -2.3334, 7.6712], [0.5151, 0.5199, -5.4135], [1.5197, 3.3549, -4.2706], [-0.2534, 1.2343, -5.6936], [-0.8459, 3.0127, 2.0218], [-4.0754, -1.8003, 5.8270], [-4.0115, 0.6747, -0.7742], [-3.0063, 5.3969, -2.9418], [-3.2921, 0.0059, -0.3070], [-2.1537, 5.7351, -2.3621], [5.2267, -1.5681, 2.6021], [-2.7100, -1.1382, -3.0622], [0.2201, -4.5280, 4.4987], [2.8773, 0.0473, -3.1893], [1.2354, -1.8628, -3.1969], [-1.2189, 4.1282, -5.5253], [-4.3080, -0.8017, -3.7028], [-4.6738, 2.3671, -3.3254], [-2.6837, 3.3325, 0.7881], [-1.2073, 0.7174, -5.6781], [5.2085, -4.3076, 2.3899], [4.8010, -2.3840, -1.9930], [0.0559, 2.4217, 1.9896], [-3.3164, -0.3858, -3.5565], [4.0553, -2.2264, 2.1698], [-1.3767, 6.0472, -3.0506], [1.1442, 3.7705, 3.2550], [-2.8373, 4.2132, 0.1742], [-0.0662, 1.5187, -6.7232], [0.9866, -0.9083, -2.7357], [-2.5993, -1.5690, 3.7982], [3.3524, -4.5880, -1.8900], [3.1951, 2.3755, 3.2547], [1.5433, 4.1777, -3.5617], [0.8886, -3.1856, 5.4569], [1.9187, 0.8364, -1.9017], [7.2643, -4.2058, 2.9667], [-0.9431, 4.1031, -6.5761], [-0.8161, 0.9400, 0.7237], [-5.6322, 1.8670, -3.4276], [-1.3898, -2.0728, 3.4587], [-0.0452, -1.2365, -1.2617], [-4.9634, 0.1543, -0.8317], [0.1279, -4.9799, -1.5641], [-3.4038, 1.2056, -2.5047], [3.7149, -2.4546, -1.9063], [0.9457, -3.1242, 3.6777], [4.9388, 0.1467, 2.7060], [-1.1138, -4.0351, 7.0968], [0.5416, -3.9754, -1.6757], [2.2150, -0.1234, -2.3364], [4.0441, -3.6196, 2.1179], [0.0983, 5.8689, 0.0711], [1.0814, -3.9225, -2.6214], [3.0134, -1.3876, 1.8812], [-4.1399, 1.5309, -0.1207], [3.1765, -0.9253, -1.0163], [-3.1569, -1.0013, 3.1785], [7.2686, -1.7457, 3.2376], [-2.4574, 6.6077, -1.7906], [-2.8899, -0.2032, -4.5375], [1.9962, 3.6945, -5.1844], [-1.8614, -2.7735, 5.5142], [-1.2419, -3.1787, -0.7605], [-0.9966, 2.0687, -2.1676], [2.3195, 2.0819, 2.6910], [-0.9915, 5.1216, -5.1551], [-2.9384, -1.9905, 5.0608], [-2.2939, 3.9952, -5.4656], [1.7567, -3.7770, -0.3094], [6.3713, -3.6387, 2.7621], [-0.9139, -2.7779, 4.5065], [-3.8228, 4.1289, -0.2755], [1.4633, -1.4150, 0.5354], [0.3572, -3.4457, 4.5410]],
  "forces_ev_per_angstrom": [[-0.431, 0.678, 0.219], [0.583, 0.413, -0.036], [-0.138, 0.066, -0.015], [0.396, 0.032, -0.538], [0.119, 0.040, -0.185], [0.084, 0.015, -0.200], [0.027, -0.016, 0.101], [0.082, -0.057, 0.074], [0.057, -0.056, -0.025], [-0.538, -0.284, -0.102], [0.060, -0.107, 0.081], [-0.104, -0.510, -0.533], [0.044, -0.177, 0.084], [0.013, 0.623, 0.191], [-0.022, -0.030, -0.159], [0.386, 0.409, 0.613], [-0.019, -0.055, -0.035], [-0.216, -0.066, 0.213], [-0.001, 0.204, 0.144], [-0.129, 0.188, -0.141], [-0.001, -0.154, 0.041], [0.417, 0.121, 0.212], [-0.006, 0.001, 0.034], [0.058, 0.228, 0.089], [0.040, 0.283, 0.161], [0.070, 0.040, -0.134], [0.024, -0.066, -0.057], [-0.010, -0.073, 0.017], [-0.059, 0.060, -0.085], [-0.081, 0.016, 0.064], [0.155, -0.097, 0.089], [-0.611, -0.167, -0.070], [-0.079, 0.415, 0.509], [-0.120, 0.143, 0.007], [0.119, -0.015, -0.053], [0.242, 0.260, -0.501], [-0.166, -0.061, -0.115], [0.184, -0.128, 0.031], [0.238, -0.593, 0.212], [-0.334, 0.021, -0.036], [0.160, -0.137, 0.144], [0.004, 0.036, 0.004], [-0.072, 0.057, 0.087], [0.032, 0.027, -0.043], [0.168, -0.384, 0.513], [-0.258, -0.054, 0.014], [0.589, -0.270, 0.343], [0.042, -0.183, 0.145], [-0.200, -0.102, 0.016], [-0.054, -0.051, -0.006], [-0.104, -0.023, -0.088], [-0.237, -0.340, -0.277], [0.096, 0.568, 0.280], [1.160, -0.318, 0.377], [0.152, 0.059, -0.167], [0.007, 0.120, 0.032], [0.489, -0.161, -0.385], [0.090, 0.186, -0.214], [-0.289, 0.018, 0.178], [0.485, -0.052, -0.204], [0.117, 0.031, 0.084], [0.021, 0.115, 0.080], [-0.008, 0.166, 0.130], [-0.043, 0.017, -0.035], [0.073, -0.010, -0.138], [0.129, -0.058, 0.052], [0.142, -0.120, -0.153], [0.014, 0.061, 0.009], [-0.166, -0.188, 0.029], [-0.126, 0.080, 0.204], [-0.790, -0.392, -1.075], [-0.196, -0.087, -0.103], [0.036, 0.084, -0.166], [-0.438, -0.437, -0.078], [-0.094, 0.243, 0.245], [-0.122, -0.044, 0.171], [-0.190, -0.319, -0.104], [0.128, -0.082, 0.044], [0.183, -0.015, 0.251], [0.090, 0.068, 0.083], [-0.128, 0.172, -0.019], [-0.096, 0.227, 0.141], [0.009, -0.033, 0.053], [-0.119, 0.319, 0.223], [-0.029, 0.204, 0.130], [1.017, 0.316, -1.030], [0.135, -0.092, -0.026], [0.122, 0.032, 0.011], [-0.048, 0.130, 0.185], [0.068, 0.056, -0.178], [0.027, 0.068, -0.261], [-0.829, 0.258, 0.285], [-0.015, 0.006, -0.127], [-0.420, 0.490, -0.519], [-0.032, 0.071, 0.038], [0.044, 0.169, 0.141], [0.178, -0.448, 0.714], [-0.224, -0.048, 0.023], [-0.038, -0.329, -0.379], [0.086, -0.009, 0.044], [-0.350, 0.587, -0.506], [-0.159, -0.007, -0.138], [-1.069, -1.504, 0.823], [0.517, -0.290, -0.070]],
  "total_charge": 1,
  "s2": 0.768,
  "spin_multiplicity": 2,
  "relative_energy_kcal_mol": 29.7
}



Computed values of calculated total energy (unit: eV) for the preceding records, in sequence: -80427.733; -207239.009.